Record 1
21
Properties=species:S:1:pos:R:3:forces:R:3 method="wB97M-V/def2-TZVPD" homo_lumo_gap_ev=8.8 lumo_ev=1.00 spin_multiplicity=1 e_homo_ha=-0.2851
C -2.51060 0.21990 -0.17493 0.268 -0.064 -0.034
C -1.32350 -0.64555 -0.60682 -0.128 0.191 -0.006
N -0.19999 -0.70121 0.32463 0.366 -0.035 0.080
C -0.55894 -1.23107 1.63095 0.086 0.127 -0.053
N 0.34347 0.61201 0.52440 -0.641 0.286 0.136
C 1.36722 0.90260 -0.16555 1.013 -1.681 -0.865
C 2.21398 -0.07304 -1.04167 -2.109 -0.657 0.513
N 1.94680 2.12848 -0.16266 1.646 -1.302 -1.346
H -2.16101 1.21598 0.08860 -0.032 0.056 0.029
H -3.22216 0.30876 -0.99365 -0.092 -0.030 -0.019
H -3.01905 -0.20887 0.68612 -0.092 0.002 0.039
H -0.92463 -0.26288 -1.55084 -0.050 -0.101 -0.001
H -1.64836 -1.67746 -0.77172 0.045 0.052 -0.045
H -1.19713 -0.55382 2.21061 -0.024 0.033 -0.025
H 0.35964 -1.39160 2.19594 -0.079 -0.078 0.040
H -1.07461 -2.18152 1.49773 0.032 -0.054 0.008
H 2.15646 0.17659 -2.10133 0.262 0.247 0.085
H 1.67684 -1.01906 -0.92336 0.350 -0.116 -0.141
H 3.23350 -0.21918 -0.68749 0.017 0.350 0.007
H 1.62243 2.74846 0.56616 0.875 0.285 -0.024
H 2.91964 1.85248 -0.54510 -1.713 2.489 1.623

---

Record 2
9
Properties=species:S:1:pos:R:3:forces:R:3 method="wB97M-V/def2-TZVPD" homo_lumo_gap_ev="7.2 / 6.5" lumo_ev="-0.98 / -3.84" spin_multiplicity=3 e_homo_ha="-0.3006 / -0.3796" s_squared=2.0132
C 0.27998 -1.55449 -0.88964 0.664 0.922 0.621
C 1.59142 -2.05471 -0.75428 0.454 -0.535 0.169
C 0.13332 -0.27998 -0.06842 -0.367 -0.050 -0.132
O -0.59503 -2.01172 -1.58758 -0.548 -0.512 -0.512
S 2.89529 -2.67622 -0.20364 -0.454 0.381 -0.627
Br 3.80338 -4.43047 1.96442 0.180 -0.311 0.388
H 0.01145 0.55350 -0.75831 0.019 0.064 -0.013
H -0.77511 -0.36370 0.52638 -0.006 -0.001 0.040
H 0.98663 -0.09781 0.57682 0.059 0.041 0.066

---

Record 3
10
Properties=species:S:1:pos:R:3:forces:R:3 method="wB97M-V/def2-TZVPD" homo_lumo_gap_ev=11.5 lumo_ev=0.85 spin_multiplicity=1 e_homo_ha=-0.3909
H -1.36593 -1.30721 0.61300 -0.542 0.167 -0.059
H -1.91862 -0.83110 0.43757 -0.240 -0.174 0.190
O -0.08799 0.43951 -1.73678 -0.133 0.383 0.228
C 0.11190 0.97537 -0.67015 0.141 -0.032 -0.233
C 0.59052 0.13980 0.49204 0.119 0.192 -0.071
O 0.54182 -1.19681 0.10122 0.494 -0.029 -0.155
H 0.00061 2.06384 -0.54509 -0.015 -0.019 0.038
H 0.00387 0.36167 1.40132 0.052 -0.185 -0.304
H 1.62756 0.44005 0.69270 -0.003 0.130 0.099
H 0.28096 -1.12376 -0.84335 0.126 -0.433 0.268

---

Taking the records one at a time from the top gives total energy values of -9864.5998, -86081.1812, -6264.4691 eV.
Taking the records one at a time from the top gives energy above the lowest of the compared OMol25 structures with the same formula, charge and spin values of 40.7, 6.5, 41.2 kcal per mole.